Entry i
2 unconnected molecules or ions with the total composition C3H8N2O. Source: OMol25; level of theory: the ωB97M-V functional and the def2-TZVPD basis.

Structure (XYZ):
```
14
Properties=species:S:1:pos:R:3
O -1.09985 1.26799 -0.82885
N -1.70009 0.18237 1.07875
N 1.43217 0.90843 -0.51284
C -1.97783 0.86820 -0.02453
C 1.31323 -0.46578 -0.69357
C 1.02319 -1.51713 0.12296
H -0.69773 0.22216 1.21171
H 1.13860 -1.52701 1.19343
H 0.79081 -2.39782 -0.47975
H -2.04451 -0.73346 1.21726
H 1.50956 -0.57344 -1.78083
H -2.97398 1.20567 -0.06631
H 0.92557 1.29113 0.30657
H 2.36085 1.26870 -0.74399
```

Summary:
SMILES   C=CN.NC=O
Gap between HOMO and LUMO   0.3418 Ha

---

Entry ii
2 unconnected molecules or ions with the total composition C3H8N2O. Source: OMol25; level of theory: the ωB97M-V functional and the def2-TZVPD basis.

Structure (XYZ):
```
14
Properties=species:S:1:pos:R:3
O 3.11504 1.07552 -0.58424
N -2.48672 -2.45856 0.67490
N -1.23248 -1.11353 -0.80647
C -2.35848 -1.92187 -0.46169
C 1.97505 1.13550 -0.17899
C 1.63308 2.17363 0.84479
H -0.97213 -1.12897 -1.78349
H 1.21386 0.58204 -0.75109
H -0.45701 -1.55114 -0.32156
H -2.03725 -1.86363 1.37276
H 2.49010 2.54704 1.38468
H 0.91551 1.74693 1.55678
H 1.04473 3.00283 0.44496
H -2.84330 -2.22579 -1.39134
```

Summary:
SMILES   [H]/N=C\N.CC=O
Gap between HOMO and LUMO   0.3816 Ha

---

Entry iii
A single C3H8N2O molecule. Source: OMol25; level of theory: the ωB97M-V functional and the def2-TZVPD basis.

Structure (XYZ):
```
14
Properties=species:S:1:pos:R:3
O -0.68803 1.63752 1.08556
N 1.26193 -0.25334 -1.04783
N -0.01737 -0.10035 -0.43127
C 0.11973 -0.54021 1.81700
C -0.12878 0.57722 0.89948
C -1.03144 0.31372 -1.39980
H -2.01747 0.28891 -0.93198
H -0.05580 -1.26559 0.76783
H -0.83984 1.34543 -1.70906
H -0.34734 -0.43041 2.79437
H -0.98362 -0.32726 -2.28062
H 1.18970 -0.75017 1.89156
H 1.70722 -1.06252 -0.62000
H 1.83113 0.56705 -0.83524
```

Summary:
SMILES   CC(=O)N(C)N
Gap between HOMO and LUMO   0.3516 Ha

---

Which structure is most stable, and how do the rest compare? From most to least stable: entry ii, entry i, entry iii.

---

Entry i
2 unconnected molecules or ions with the total composition C2H5NO. Source: OMol25; level of theory: the ωB97M-V functional and the def2-TZVPD basis.

Structure (XYZ):
```
9
Properties=species:S:1:pos:R:3
O 2.16882 -0.57473 0.08853
N -0.60612 0.82974 -0.26062
C -0.59497 -0.54267 -0.19677
C 2.33443 0.59021 -0.03469
H 0.48350 -0.88787 -0.01884
H -0.69029 1.25074 0.66326
H -1.16013 -1.01946 0.61846
H 3.25390 1.16113 -0.05298
H -0.86096 -0.97149 -1.16730
```

Summary:
Gap between HOMO and LUMO (spin up / spin down)   0.3321 / 0.3291 Ha

---

Entry ii
A single C2H5NO molecule. Source: OMol25; level of theory: the ωB97M-V functional and the def2-TZVPD basis.

Structure (XYZ):
```
9
Properties=species:S:1:pos:R:3
O -1.09592 -1.35826 -0.09560
N -0.31768 0.20768 1.34146
C 0.41048 0.22901 -1.03963
C -0.36480 -0.40730 0.10069
H -0.91227 -0.26180 2.01048
H -0.33382 0.55447 -1.77526
H 1.03056 -0.52604 -1.53041
H 0.56406 0.46934 1.75012
H 1.01939 1.09290 -0.76185
```

Summary:
SMILES   CC(N)=O
Gap between HOMO and LUMO   0.3972 Ha

---

Entry iii
A single C2H5NO molecule. Source: OMol25; level of theory: the ωB97M-V functional and the def2-TZVPD basis.

Structure (XYZ):
```
9
Properties=species:S:1:pos:R:3
O -0.09050 -0.62474 -0.07777
N 0.83686 0.31652 -0.09947
C -1.45409 0.01196 0.03491
C 2.05258 -0.11687 0.06670
H -1.62679 0.67008 0.93589
H 2.88070 0.46081 0.10555
H -2.26128 -0.82136 0.25349
H -1.80462 0.44141 -0.83264
H 2.20256 -1.20149 0.36689
```

Summary:
SMILES   C=NOC
Gap between HOMO and LUMO   0.3937 Ha

---

Entry iv
A single C2H5NO molecule. Source: OMol25; level of theory: the ωB97M-V functional and the def2-TZVPD basis.

Structure (XYZ):
```
9
Properties=species:S:1:pos:R:3
O -1.34504 0.82577 -1.22055
N 0.37026 -0.31649 -0.25670
C -0.53189 -0.07560 -1.23378
C 0.22310 0.25655 1.12991
H 0.92328 0.96213 0.67578
H 1.17729 -0.88980 -0.41797
H -0.82240 0.56072 1.30107
H -0.50052 -0.86457 -1.99427
H 0.42478 -0.55527 1.86585
```

Summary:
SMILES   CNC=O
Gap between HOMO and LUMO   0.3810 Ha

---

Which structure is most stable, and how do the rest compare? From most to least stable: entry ii, entry iv, entry iii, entry i.

---

Entry i
A single C3H9NS molecule. Source: OMol25; level of theory: the ωB97M-V functional and the def2-TZVPD basis.

Structure (XYZ):
```
14
Properties=species:S:1:pos:R:3
S -1.12046 -0.83598 -0.36257
N 0.95892 0.96829 0.09024
C 1.05402 1.62423 -1.32704
C -1.64261 -1.43462 1.36288
C 0.58707 -0.49873 -0.05041
H 0.06359 1.29957 0.45582
H 0.13631 1.47899 -1.93301
H 1.25647 2.66085 -1.25249
H 0.69817 -0.86396 0.95910
H -1.44709 -0.75137 2.10375
H -2.74576 -1.68470 1.10413
H 1.27334 -0.90398 -0.77700
H 1.87821 1.22779 -1.91654
H -0.95018 -2.28639 1.54313
```

Summary:
SMILES   CNCSC
Gap between HOMO and LUMO   0.3532 Ha

---

Entry ii
A single C3H9NS molecule. Source: OMol25; level of theory: the ωB97M-V functional and the def2-TZVPD basis.

Structure (XYZ):
```
14
Properties=species:S:1:pos:R:3
S 1.72570 0.82174 0.68539
N -0.76077 0.45082 -0.43750
C 0.78733 -0.20566 1.86187
C -1.05399 -0.90043 -0.93917
C 0.53097 1.07161 -0.73023
H 0.92558 0.71808 -1.67550
H 0.03965 -0.82755 1.31812
H -1.46036 -0.98284 -2.02446
H -0.07146 -1.42997 -1.04859
H 0.39182 0.41236 2.74284
H 1.41168 -1.05480 2.13264
H -1.66583 -1.41915 -0.25820
H 0.56862 2.19246 -0.81168
H -1.36893 1.15334 -0.81552
```

Summary:
SMILES   CNCSC
Gap between HOMO and LUMO   0.3398 Ha

---

Which structure is most stable, and how do the rest compare? From most to least stable: entry i, entry ii.